[1]
{
  "formula": "C10H11ClN2O2S2Tb",
  "method": "ωB97M-V/def2-TZVPD",
  "charge": 3,
  "total_energy_ev": -74210.0156,
  "e_homo_ev": [-17.6, -17.6],
  "lumo_ev": [-14.4, -14.3],
  "spin_multiplicity": 7,
  "gap_ev": [3.2, 3.3],
  "elements": ["Tb", "Cl", "S", "S", "O", "O", "N", "N", "C", "C", "C", "C", "C", "C", "C", "C", "C", "C", "H", "H", "H", "H", "H", "H", "H", "H", "H", "H", "H"],
  "positions_angstrom": [[-4.544, 0.266, -0.519], [4.533, 2.191, -0.189], [2.992, 1.121, 0.685], [-3.690, 3.310, -1.212], [2.137, 2.122, 1.434], [3.626, 0.218, 1.732], [-3.322, 1.744, -1.901], [-2.918, 3.243, 0.322], [2.139, -1.374, -0.490], [-0.768, 0.060, 1.710], [-1.839, -0.304, -0.821], [-0.323, -2.235, 0.263], [-2.516, 1.137, -0.810], [-0.996, -0.794, 0.404], [0.801, -2.150, -0.924], [2.093, 0.223, -0.671], [-2.246, 1.962, 0.546], [-1.405, 1.467, 1.789], [-1.265, 2.138, 2.709], [2.391, -1.720, 0.577], [-0.134, -0.396, 2.554], [0.358, -1.801, -1.917], [0.152, -2.619, 1.235], [2.644, 0.491, -1.650], [-1.932, -0.987, -1.726], [2.981, -1.761, -1.159], [1.114, -3.249, -1.094], [1.051, 0.674, -0.765], [-1.113, -2.978, -0.112]]
}

***

[2]
{
  "formula": "C22H54N2O10P2Si",
  "method": "ωB97M-V/def2-TZVPD",
  "total_energy_ev": -73591.3930,
  "e_homo_ev": -8.9,
  "lumo_ev": -2.0,
  "spin_multiplicity": 1,
  "gap_ev": 6.9,
  "elements": ["P", "P", "Si", "O", "O", "O", "O", "O", "O", "O", "O", "O", "O", "N", "N", "C", "C", "C", "C", "C", "C", "C", "C", "C", "C", "C", "C", "C", "C", "C", "C", "C", "C", "C", "C", "C", "C", "H", "H", "H", "H", "H", "H", "H", "H", "H", "H", "H", "H", "H", "H", "H", "H", "H", "H", "H", "H", "H", "H", "H", "H", "H", "H", "H", "H", "H", "H", "H", "H", "H", "H", "H", "H", "H", "H", "H", "H", "H", "H", "H", "H", "H", "H", "H", "H", "H", "H", "H", "H", "H", "H"],
  "positions_angstrom": [[0.954, -2.807, 3.936], [-1.780, -6.753, -1.509], [-0.826, 8.613, -3.074], [1.004, -3.200, 5.620], [1.385, -1.282, 4.418], [-2.764, -6.304, -0.401], [0.909, -2.455, 2.428], [0.332, 3.374, 2.947], [0.607, 10.717, -5.622], [-0.881, -7.719, -0.508], [2.498, -3.430, 3.883], [-0.812, -5.403, -1.385], [-0.680, -7.255, -2.747], [-1.579, 3.646, 1.285], [2.468, 7.956, -7.174], [0.634, 2.247, 0.626], [-1.401, -8.991, -0.173], [-1.619, 6.967, -0.686], [3.811, -3.260, 1.869], [-0.422, -0.412, 5.756], [-1.392, -4.138, -1.099], [-0.327, -5.477, -4.355], [-0.217, 3.165, 1.735], [-1.191, -3.790, 0.365], [2.936, -4.147, 2.737], [-0.983, -6.810, -4.058], [0.868, 9.248, -5.485], [1.741, -5.485, 5.947], [-1.131, -9.989, -1.282], [0.374, -0.294, 4.471], [-0.771, 6.002, 0.347], [0.904, 8.755, -3.912], [-2.581, 2.879, 2.119], [-1.742, 5.146, 1.393], [-1.021, 6.853, -2.244], [2.400, 9.014, -6.095], [0.582, -4.509, 5.960], [2.840, 10.017, -6.533], [-0.998, -1.342, 5.770], [1.479, -6.408, 6.473], [2.632, -5.049, 6.407], [-0.122, 5.283, -0.344], [1.638, 9.487, -3.340], [2.003, -5.758, 4.922], [-2.449, -4.114, -1.379], [2.089, -4.552, 2.176], [0.699, -5.447, -3.979], [0.134, 8.616, -6.144], [-2.472, -8.924, 0.039], [1.587, 7.878, -7.728], [-2.766, 6.639, -0.673], [-2.395, 1.725, 1.877], [0.034, 6.306, -2.271], [4.123, -3.789, 0.964], [-1.019, 9.697, -2.095], [-0.006, 6.625, 1.008], [2.802, 7.032, -6.815], [3.106, 8.667, -5.224], [4.705, -2.951, 2.421], [0.165, -4.458, 6.973], [0.244, -0.434, 6.625], [3.525, -5.000, 3.086], [-0.593, -7.566, -4.750], [-1.807, 6.188, -2.833], [0.391, 1.127, 0.906], [-3.687, 3.156, 1.825], [-2.892, 5.411, 1.215], [-1.602, -4.561, 1.026], [-0.875, -4.663, -3.874], [-1.667, -2.835, 0.606], [-0.269, 10.876, -6.083], [0.868, 0.682, 4.435], [-0.071, -9.985, -1.558], [1.773, 2.517, 0.670], [-2.067, -6.759, -4.200], [-1.552, 8.096, -0.307], [-0.281, -0.368, 3.598], [-1.414, -10.998, -0.974], [1.383, 7.670, -3.904], [-1.442, 5.480, 2.480], [3.294, -2.342, 1.575], [-0.219, -4.836, 5.289], [-1.698, -9.730, -2.181], [-1.117, 0.425, 5.861], [-0.323, -5.276, -5.430], [-0.123, -3.719, 0.596], [0.183, 2.494, -0.447], [-1.864, 8.828, -4.110], [-0.900, -9.318, 0.744], [-0.881, -3.393, -1.717], [-2.414, 2.986, 3.293]]
}

***

[3]
{
  "formula": "C20H46AuN3OP2S",
  "method": "ωB97M-V/def2-TZVPD",
  "charge": 2,
  "total_energy_ev": -61091.5759,
  "e_homo_ev": [-11.7, -13.9],
  "lumo_ev": [-6.0, -8.6],
  "spin_multiplicity": 3,
  "gap_ev": [5.7, 5.3],
  "elements": ["Au", "S", "P", "P", "O", "N", "N", "N", "C", "C", "C", "C", "C", "C", "C", "C", "C", "C", "C", "C", "C", "C", "C", "C", "C", "C", "C", "C", "H", "H", "H", "H", "H", "H", "H", "H", "H", "H", "H", "H", "H", "H", "H", "H", "H", "H", "H", "H", "H", "H", "H", "H", "H", "H", "H", "H", "H", "H", "H", "H", "H", "H", "H", "H", "H", "H", "H", "H", "H", "H", "H", "H", "H", "H"],
  "positions_angstrom": [[-0.120, -0.003, -0.885], [-0.977, -0.182, 1.802], [0.007, 2.359, -1.072], [0.017, -2.308, -1.307], [2.994, 0.006, -0.925], [-0.120, 0.109, -3.356], [-1.446, 0.129, 4.396], [0.816, 0.030, 3.741], [1.413, -4.816, -1.118], [0.057, -2.392, -3.118], [-1.568, 3.182, -0.528], [-0.495, -0.044, 3.434], [-1.320, -0.736, 5.565], [1.855, -0.015, -0.755], [0.483, -1.072, -3.801], [1.714, 2.918, 1.092], [1.472, 3.292, -0.396], [-1.876, 4.517, -1.222], [0.471, 1.369, -3.695], [-1.624, -3.527, 0.650], [0.042, 2.615, -2.887], [-1.530, -3.213, -0.852], [-1.650, 3.314, 1.004], [1.728, -3.126, 0.768], [1.390, 4.820, -0.614], [-1.867, -4.451, -1.693], [1.471, -3.318, -0.743], [1.313, 0.660, 4.958], [1.171, -4.965, -2.180], [-1.864, 4.419, -2.315], [-2.289, -2.442, -1.060], [-0.861, 0.073, -2.540], [1.809, -2.060, 1.032], [-0.960, -4.352, 0.955], [2.396, 5.218, -0.395], [-1.810, -1.696, 5.430], [2.412, -5.250, -0.942], [1.544, 1.211, -3.650], [-1.869, -4.225, -2.763], [1.560, -0.911, -3.743], [2.705, 3.342, 1.358], [0.264, -1.113, -4.869], [0.921, -3.578, 1.373], [0.239, 1.514, -4.745], [2.319, 2.911, -1.003], [0.929, 3.369, 1.742], [0.713, 3.476, -3.109], [1.140, 5.078, -1.659], [0.673, 5.295, 0.082], [0.720, -3.221, -3.444], [-0.974, 2.904, -3.211], [-1.412, -2.636, 1.265], [1.441, -0.004, 2.929], [-1.170, 5.301, -0.908], [-2.311, 2.425, -0.840], [1.735, 1.814, 1.224], [-1.845, -0.283, 6.383], [-2.666, -3.830, 0.861], [-1.170, -5.276, -1.504], [2.024, 1.418, 4.632], [-0.289, -0.907, 5.871], [-0.992, 4.119, 1.382], [0.692, -5.373, -0.498], [-1.430, 2.351, 1.513], [2.684, -3.625, 1.017], [-0.951, -2.639, -3.485], [-2.698, 3.589, 1.224], [1.835, -0.092, 5.560], [-2.889, 4.794, -0.903], [2.332, -2.891, -1.286], [-2.407, 0.266, 4.043], [0.505, 1.119, 5.521], [-1.680, 0.016, -1.370], [-2.879, -4.772, -1.414]]
}

***

[4]
{
  "formula": "C4H8O",
  "method": "ωB97M-V/def2-TZVPD",
  "de_lowest_ev": 1.2705,
  "total_energy_ev": -6323.8974,
  "e_homo_ev": -9.6,
  "lumo_ev": 1.1,
  "spin_multiplicity": 1,
  "gap_ev": 10.7,
  "elements": ["O", "C", "C", "C", "C", "H", "H", "H", "H", "H", "H", "H", "H"],
  "positions_angstrom": [[-1.792, 0.012, -0.384], [1.487, -0.007, -0.293], [0.177, -0.023, 0.471], [-0.907, -1.036, 0.009], [-0.889, 1.035, 0.036], [1.358, 0.075, -1.388], [0.313, -0.065, 1.569], [-1.356, -1.653, 0.818], [2.053, -0.893, -0.059], [-0.603, 1.729, -0.806], [2.059, 0.863, 0.027], [-1.278, 1.653, 0.839], [-0.622, -1.690, -0.839]]
}